Below is an isolated molecule of C6H14N2Si, with properties calculated with ωB97M-V/def2-TZVPD.

```
23
C6H14N2Si ωB97M-V/def2-TZVPD
C -2.5797 0.6637 0.0631
C -2.4767 -0.7342 -0.5357
N -1.0953 -0.9157 -0.9135
Si 0.0000 0.0000 0.0419
C -1.3962 0.8582 1.0007
C 1.3962 -0.8578 1.0010
C 2.5797 -0.6637 0.0633
C 2.4767 0.7340 -0.5359
N 1.0953 0.9153 -0.9138
H -2.5083 1.3886 -0.7486
H -3.5395 0.8008 0.5642
H -2.7926 -1.4817 0.2069
H -3.1268 -0.8337 -1.4114
H -0.8993 -1.7694 -1.4069
H -1.2389 1.9119 1.2122
H -1.5927 0.3597 1.9482
H 1.2390 -1.9115 1.2128
H 1.5927 -0.3590 1.9483
H 2.5083 -1.3888 -0.7482
H 3.5395 -0.8007 0.5644
H 2.7927 1.4818 0.2064
H 3.1268 0.8332 -1.4116
H 0.8992 1.7690 -1.4081
```

## Properties
LUMO in eV: 0.9751
SMILES: C1CN[Si]2(C1)CCCN2
Relative energy (zero: lowest compared OMol25 entry of this formula, charge and spin) in kcal per mole: 0.00
2S+1: 1

---

Below is the ion C6H14N4O with charge +2 at a distorted geometry, with properties calculated with ωB97M-V/def2-TZVPD.

```
25
C6H14N4O ωB97M-V/def2-TZVPD
C 2.4529 -0.3841 -1.5764
N 2.4634 -0.2689 -0.1196
C 1.4233 0.1001 0.5510
C 1.5869 0.6405 1.9163
N 0.1993 -0.4065 0.2642
C -0.8631 0.1434 -0.1867
N -2.0455 -0.4475 -0.1652
C -2.4464 -1.6705 0.4238
N -1.5286 -2.4697 0.7934
O -0.7429 1.3034 -0.8076
C -1.7878 2.1581 -1.1700
H 2.2957 0.6427 -1.9498
H 3.4346 -0.8660 -1.8701
H 1.6368 -1.0176 -1.8855
H 3.4237 -0.1431 0.3126
H 1.8763 1.6615 1.7727
H 2.5520 0.2468 2.3864
H 0.7893 0.5582 2.6555
H -2.7942 0.2200 -0.4830
H -3.4840 -1.8740 0.5565
H -0.5717 -2.1251 1.0417
H -1.7237 -3.3631 1.2897
H -2.4801 2.0830 -0.4076
H -2.2386 2.0512 -2.1215
H -1.4276 3.2271 -1.2207
```

## Properties
Net charge: +2
LUMO in eV: -8.3131
SMILES: C\[NH+]=C(C)/N=C(/[NH+]=C\N)OC
Relative energy (zero: lowest compared OMol25 entry of this formula, charge and spin) in kcal per mole: 1.42
2S+1: 1

---

Below is a structure of composition C6H14N4O10Zn at a distorted geometry, with properties calculated with ωB97M-V/def2-TZVPD.

```
35
C6H14N4O10Zn ωB97M-V/def2-TZVPD
Zn 23.6618 -25.4218 -14.6549
C 25.2766 -26.0538 -12.7708
O 24.5517 -25.1013 -12.9160
O 24.8573 -26.9974 -12.0149
O 25.3843 -26.5105 -13.9184
C 22.6879 -27.6981 -15.2858
O 23.4160 -28.6976 -15.2896
O 23.0611 -26.7696 -15.9792
O 22.6735 -27.2311 -14.1577
C 20.8033 -24.0443 -14.6823
O 21.8965 -24.5850 -14.5753
N 20.2352 -23.3655 -13.7009
N 20.0852 -24.0032 -15.8366
H 20.7741 -23.3357 -12.8472
H 19.3970 -22.8596 -13.9495
H 19.3285 -23.3386 -15.9138
H 20.3477 -24.6115 -16.5989
C 24.0903 -23.0060 -16.5413
O 24.4624 -24.0160 -15.8969
N 23.9770 -22.9982 -17.8135
N 23.8734 -21.8289 -16.0957
H 23.6921 -22.1585 -18.2970
H 24.1164 -23.8685 -18.3068
H 23.8346 -21.1840 -16.8721
H 23.9084 -21.5366 -15.1296
C 19.8204 -25.8120 -19.2064
C 21.0747 -26.2718 -18.4844
O 21.6283 -25.1824 -17.7284
O 19.9106 -25.2199 -20.5026
H 19.3608 -24.9962 -18.6483
H 19.1312 -26.6519 -19.2932
H 21.8812 -26.5952 -19.1424
H 20.7816 -27.1430 -17.8985
H 22.2551 -25.5611 -17.1076
H 19.8728 -25.9557 -21.1179
```

## Properties
Net charge: -1
LUMO (alpha / beta) in eV: 2.0203 / 2.0209
Relative energy (zero: lowest compared OMol25 entry of this formula, charge and spin) in kcal per mole: 23.53
2S+1: 2

---

Below is a cluster of 2 separate species, C6H14N4S in total at a distorted geometry, with properties calculated with ωB97M-V/def2-TZVPD.

```
25
C6H14N4S ωB97M-V/def2-TZVPD
C 2.1828 -1.0143 -1.1136
C 1.5747 -0.3631 -0.1115
C 3.7458 0.0252 0.0865
C -1.2492 0.7825 -0.3821
C -2.7157 0.9872 0.0392
C -0.5564 -0.1861 0.5270
N 3.5447 -0.7630 -0.9783
N 2.5393 0.2807 0.6324
N 4.9096 0.4774 0.5395
N -3.5705 -0.1534 -0.3913
S -1.1136 -1.8556 0.4045
H 1.8002 -1.6270 -1.9011
H -0.7480 1.7487 -0.3337
H -1.2080 0.4338 -1.4149
H -2.7845 1.0801 1.1247
H -3.1021 1.9042 -0.4078
H -0.3471 0.1440 1.5343
H 4.2536 -1.1350 -1.5931
H 2.3855 0.8750 1.4309
H 5.7796 0.2302 0.1018
H 4.9612 1.0566 1.3612
H -3.1060 -1.0432 -0.1053
H -3.7004 -0.1659 -1.4121
H -4.5079 -0.1189 0.0376
H -0.6663 -2.3010 1.5758
```

## Properties
Net charge: +2
LUMO in eV: -6.4748
Relative energy (zero: lowest compared OMol25 entry of this formula, charge and spin) in kcal per mole: 0.00
2S+1: 1

---

Below is a cluster of 2 separate species, C6H14N6 in total at a distorted geometry, with properties calculated with ωB97M-V/def2-TZVPD.

```
26
C6H14N6 ωB97M-V/def2-TZVPD
C -0.4660 2.4273 1.0161
C -2.0741 0.7322 0.4601
C 0.5883 1.4185 0.6367
C 1.5668 -2.4612 -2.1397
C 2.4554 -3.0698 -1.1891
C 1.0016 -2.5209 -0.6802
N -1.2367 0.0867 -0.2626
N -1.7142 1.9871 1.0451
N -0.1468 3.6615 1.3011
N -3.3266 0.3256 0.6445
N 1.1665 -1.5012 0.1207
N 0.0640 0.4472 -0.3200
H 1.4759 1.9007 0.2266
H 0.8933 0.8812 1.5497
H 1.8017 -1.4719 -2.5030
H 1.0005 -3.0838 -2.8191
H 2.5081 -4.1437 -1.0615
H 3.2947 -2.5086 -0.8027
H 0.2448 -3.2871 -0.5223
H -2.4729 2.6107 1.3063
H 0.8178 3.9689 1.3188
H -0.8387 4.3593 1.5522
H -3.6213 -0.5333 0.2063
H -3.9860 0.8180 1.2251
H 0.6028 -1.5618 0.9652
H 0.4011 0.5184 -1.2742
```

## Properties
Net charge: +2
LUMO (alpha / beta) in eV: -8.5900 / -8.5939
Relative energy (zero: lowest compared OMol25 entry of this formula, charge and spin) in kcal per mole: 25.87
2S+1: 1

---

Below is a cluster of 2 separate species, C6H14NO in total at a distorted geometry, with properties calculated with ωB97M-V/def2-TZVPD.

```
22
C6H14NO ωB97M-V/def2-TZVPD
C -0.5943 0.3792 -0.0968
C -0.1464 -0.3582 -1.3666
C 1.3748 -0.6921 -1.2692
O 2.2290 0.2631 -0.9911
C -2.0782 0.8525 -0.1388
N -2.6625 -0.1496 1.2157
C 2.7793 0.2798 1.9665
C -2.9239 -0.4292 -0.1720
H -0.0225 1.2018 0.3153
H -0.5205 -0.4896 0.6237
H -0.4104 0.3738 -2.1338
H -0.6394 -1.2487 -1.7746
H 1.6792 -1.2575 -2.1067
H 1.3451 -1.4210 -0.4523
H -2.2521 1.7019 0.5442
H -2.1331 1.3124 -1.1681
H 1.8904 0.1743 2.6160
H 2.4897 0.0849 0.8974
H 3.5870 -0.3586 2.4170
H -2.3399 -1.2457 -0.5613
H -3.9080 -0.2965 -0.5692
H 3.2566 1.3232 2.2048
```

## Properties
Net charge: -1
LUMO in eV: 3.2509
Relative energy (zero: lowest compared OMol25 entry of this formula, charge and spin) in kcal per mole: 143.81
2S+1: 1

---

Below is a structure of composition C6H14NO at a distorted geometry, with properties calculated with ωB97M-V/def2-TZVPD.

```
22
C6H14NO ωB97M-V/def2-TZVPD
C -0.4527 -1.2125 1.2129
C 0.5940 -0.0293 1.5581
C 2.0856 -0.2664 1.2854
O 2.4628 -0.1176 -0.0432
C -1.2781 -1.0777 -0.0547
N -3.1196 1.0746 -0.3829
C 1.0056 1.3864 -2.7821
C -2.4531 -0.0102 0.1367
H -1.1438 -1.3180 2.0664
H 0.1032 -2.1925 1.0884
H 0.4420 0.2045 2.6266
H 0.2129 0.9179 1.0218
H 2.2060 -1.3082 1.6814
H 2.6574 0.4008 1.9839
H -0.8251 -0.6698 -1.0414
H -1.7688 -2.0318 -0.2961
H 1.6985 1.8588 -1.9819
H 0.1852 2.1709 -3.0489
H 0.6662 0.4066 -2.3390
H -1.9778 1.0975 0.0194
H -2.9177 -0.4530 0.9983
H 1.6173 1.1688 -3.7091
```

## Properties
Net charge: -1
LUMO in eV: 3.6447
Relative energy (zero: lowest compared OMol25 entry of this formula, charge and spin) in kcal per mole: 125.24
2S+1: 1

---

Below is the ion C6H14NO with charge -1 at a distorted geometry, with properties calculated with ωB97M-V/def2-TZVPD.

```
22
C6H14NO ωB97M-V/def2-TZVPD
C -1.9232 -0.6910 1.9524
C -0.7901 -1.0055 0.8130
N -0.4276 0.2357 0.0985
C 0.3457 1.2568 0.9418
C 0.1879 -0.2328 -1.1641
C 1.5781 -0.6445 -0.7554
C 0.2317 1.0774 -2.2208
O 1.0535 0.8863 -3.1991
H -1.9058 0.2958 2.4051
H -2.7759 -0.8548 1.2679
H -1.8882 -1.4907 2.7102
H 0.2301 -1.3855 1.2508
H -1.3525 -1.6918 0.1185
H -0.2797 1.5804 1.8309
H 1.4235 0.8650 1.2111
H 0.3988 2.0633 0.2843
H -0.2871 -1.2045 -1.5643
H 1.6953 -1.6217 -0.2900
H 2.2692 -0.7367 -1.7255
H 2.1451 0.0861 -0.1061
H 0.8164 1.9308 -1.4760
H -0.7453 1.2819 -2.3832
```

## Properties
Net charge: -1
LUMO in eV: 3.7575
SMILES: CCN(C)[C@H](C)C[O-]
Relative energy (zero: lowest compared OMol25 entry of this formula, charge and spin) in kcal per mole: 76.10
2S+1: 1